15
Properties=species:S:1:pos:R:3 method="wB97M-V/def2-TZVPD" de_lowest_kcal_mol=0.00 gap_ev=8.86 spin_multiplicity=1 total_charge=0
Tl 0.592 0.692 -1.209
O 1.046 1.811 0.839
S 2.646 1.702 0.872
O 2.831 0.826 -0.327
O 3.001 1.141 2.177
C 4.070 2.867 0.570
F 3.778 3.669 -0.445
F 4.356 3.581 1.649
F 5.166 2.182 0.260
H 0.549 3.049 1.892
O 1.305 3.948 2.159
C 0.767 5.045 1.436
H 0.942 4.923 0.354
H -0.331 5.030 1.515
H 1.227 5.957 1.838